This record from the OMol25 dataset describes 4 unconnected molecules or ions with the total composition C19H36BrF5N3O11PS3. The level of theory is ωB97M-V with the def2-TZVPD basis set.

Computed properties:
E in eV: -172683.0007
E_LUMO in Ha: -0.02528
Gap between HOMO and LUMO in eV: 8.257

Last column: Löwdin charge in e.
Cartesian coordinates (Å):
C (-1.08816, 5.09328, -0.03720)  -0.126
C (-0.69163, 3.54703, 0.45036)  -0.180
C (-0.06719, 2.76654, -0.89561)  -0.286
C (0.89355, 3.71184, -1.81354)  -0.107
C (0.40274, 1.23548, -0.62180)  -0.200
C (0.42236, 0.21993, -1.93159)  -0.471
C (1.61598, 0.44528, -3.00460)  -0.199
C (1.14109, 1.25833, -4.38799)  -0.163
P (-1.22184, 0.26244, -2.97615)  0.347
S (-2.80295, -0.22267, -1.95166)  0.103
C (0.38028, -1.30700, -1.24918)  -0.646
Br (-0.23592, -2.72451, -2.58147)  0.696
O (1.66093, -1.79275, -0.76037)  -0.296
S (2.54675, -0.66970, 0.14189)  0.848
O (2.99297, -1.36556, 1.45222)  -0.328
O (3.88561, -0.46341, -0.67225)  -0.343
C (1.63421, 0.98816, 0.43610)  -0.384
C (1.13218, 0.88934, 2.02911)  -0.160
C (0.12126, -0.33782, 2.36985)  -0.179
C (0.28931, -0.81428, 3.94330)  -0.067
C (-0.06199, -2.43579, 4.06625)  -0.167
F (1.02025, -3.15433, 3.29883)  -0.003
F (0.08753, -2.75923, 5.53043)  -0.011
C (-1.55563, -2.82577, 3.49751)  -0.132
F (-2.50469, -1.75002, 3.92959)  0.030
F (-2.05135, -4.08879, 4.14396)  0.013
F (-1.59894, -3.08129, 2.02791)  0.041
S (3.01199, 2.24307, 0.46270)  0.784
C (4.45619, 1.72677, 1.60784)  -0.140
O (2.61311, 3.65786, 1.01596)  -0.386
O (3.70765, 2.52992, -0.89507)  -0.387
H (-1.47420, 5.10160, -1.15992)  0.082
H (-0.13660, 5.80259, -0.00549)  0.083
H (-1.89917, 5.59019, 0.67971)  0.088
H (0.05648, 3.65995, 1.32561)  0.087
H (-1.69632, 3.00046, 0.69624)  0.081
H (-1.07132, 2.69079, -1.54601)  0.116
H (1.41563, 4.54514, -1.14752)  0.090
H (1.71165, 3.16614, -2.44050)  0.065
H (0.23058, 4.32032, -2.59793)  0.095
H (-0.55060, 0.79948, -0.03412)  0.135
H (1.92301, -0.63713, -3.40696)  0.115
H (2.60448, 0.92040, -2.60408)  0.105
H (0.63109, 0.54856, -5.17570)  0.035
H (0.53158, 2.23476, -4.15319)  0.056
H (2.15447, 1.62180, -4.88936)  0.104
H (-1.08265, -0.47433, -4.24018)  0.004
H (-1.44342, 1.64866, -3.41532)  0.002
H (-0.44411, -1.34880, -0.38686)  0.104
H (2.09448, 0.73127, 2.71841)  0.115
H (0.63619, 1.87618, 2.41574)  0.133
H (-1.00772, 0.03793, 2.27346)  0.140
H (0.20152, -1.28617, 1.69364)  0.097
H (1.40373, -0.70020, 4.30183)  0.141
H (-0.37402, -0.16060, 4.67998)  0.150
H (4.21708, 0.78574, 2.25351)  0.061
H (4.82941, 2.65699, 2.25277)  0.107
H (5.39747, 1.43488, 0.93494)  0.107
C (-5.67861, 1.85513, 0.57425)  0.039
N (-4.76950, 2.97786, 0.93020)  -0.408
O (-3.65638, 2.68367, 1.38130)  0.019
O (-5.19905, 4.12278, 0.74672)  0.059
H (-5.17330, 0.91057, 0.78645)  0.092
H (-6.57996, 1.95549, 1.18250)  0.102
H (-5.90618, 1.94021, -0.49026)  0.103
C (-2.14565, -7.26502, 5.28764)  0.033
N (-3.16777, -8.23135, 5.77258)  -0.427
O (-3.24038, -8.41342, 6.99350)  0.051
O (-3.86833, -8.77983, 4.91385)  0.048
H (-1.60571, -6.86116, 6.14666)  0.098
H (-1.46717, -7.80744, 4.62588)  0.103
H (-2.67062, -6.47037, 4.75364)  0.085
C (2.79771, -1.86111, -7.43773)  0.047
N (1.67470, -1.51316, -6.52587)  -0.403
O (0.93791, -0.58003, -6.86570)  0.029
O (1.56460, -2.18661, -5.49467)  0.024
H (2.77338, -1.19108, -8.29972)  0.098
H (3.72718, -1.73627, -6.87830)  0.106
H (2.65872, -2.89783, -7.75096)  0.104

This record from the OMol25 dataset describes 4 unconnected molecules or ions with the total composition C19H36IO5P. The level of theory is ωB97M-V with the def2-TZVPD basis set.

Computed properties:
E in eV: -47908.6674
E_LUMO in Ha: 0.01423
Gap between HOMO and LUMO in eV: 8.270

Last column: natural (NBO) charge in e.
Cartesian coordinates (Å):
C (-0.06902, -0.59858, -5.48205)  -0.237
C (0.35017, -1.27478, -4.54660)  -0.023
C (1.11348, -1.69137, -3.22718)  -0.822
P (0.08820, -1.39765, -1.66574)  1.090
O (0.77205, -2.19066, -0.29422)  -0.792
C (0.94148, -3.60263, -0.52630)  -0.104
C (1.92482, -4.12435, 0.64102)  -0.078
O (3.04659, -4.85941, 0.06569)  -0.557
C (4.01368, -5.08173, 1.11858)  -0.073
C (5.46029, -4.46202, 0.75782)  -0.650
C (0.13724, 0.45713, -1.14858)  -0.648
I (0.85103, 1.78361, -2.71523)  0.104
C (-1.31786, 0.78761, -0.59367)  -0.444
C (-2.48798, 0.32813, -1.58529)  -0.639
H (-0.46038, 0.15842, -6.21600)  0.252
H (2.12100, -1.15609, -3.14639)  0.253
H (1.37456, -2.79224, -3.37998)  0.266
H (1.45904, -3.86518, -1.49444)  0.195
H (-0.03144, -4.17577, -0.38458)  0.189
H (1.37776, -4.71018, 1.44016)  0.174
H (2.38274, -3.19182, 1.12154)  0.180
H (4.14484, -6.21230, 1.19731)  0.180
H (3.65135, -4.67590, 2.12052)  0.177
H (5.67042, -3.60464, 1.48156)  0.207
H (5.48095, -4.01901, -0.28409)  0.229
H (6.25356, -5.26801, 0.89966)  0.215
H (0.87266, 0.53674, -0.27847)  0.242
H (-1.44762, 0.25403, 0.40458)  0.221
H (-1.37773, 1.89528, -0.36909)  0.220
H (-2.10183, 0.54450, -2.63842)  0.218
H (-3.45287, 0.91827, -1.42478)  0.210
H (-2.77471, -0.76119, -1.46647)  0.244
C (-6.29744, -1.62729, -3.87209)  -0.720
C (-4.93509, -1.25340, -4.39794)  0.590
C (-4.87756, -0.52356, -5.71530)  -0.720
O (-3.92527, -1.52873, -3.78571)  -0.534
H (-6.18676, -2.14615, -2.91863)  0.236
H (-6.89503, -0.72718, -3.71375)  0.228
H (-6.79853, -2.29352, -4.57729)  0.229
H (-5.41223, 0.42551, -5.63859)  0.228
H (-5.31572, -1.14087, -6.50224)  0.229
H (-3.83624, -0.31919, -5.96956)  0.236
C (2.21068, 2.46358, 4.18553)  -0.736
C (1.01903, 1.63679, 3.78077)  0.606
C (1.28021, 0.39061, 2.97482)  -0.720
O (-0.11120, 1.96166, 4.09180)  -0.564
H (1.87288, 3.32846, 4.75905)  0.267
H (2.88057, 1.86789, 4.80998)  0.225
H (2.73682, 2.81746, 3.29665)  0.232
H (1.90822, -0.29617, 3.54573)  0.230
H (1.76430, 0.65199, 2.03154)  0.227
H (0.33169, -0.10324, 2.75555)  0.234
C (0.46839, 7.47842, 4.30906)  -0.720
C (0.60952, 5.97808, 4.32559)  0.607
C (-0.64324, 5.16153, 4.14445)  -0.742
O (1.69281, 5.44778, 4.47916)  -0.562
H (1.44913, 7.93579, 4.45041)  0.233
H (0.06573, 7.80332, 3.34762)  0.230
H (-0.18777, 7.79897, 5.12065)  0.230
H (-1.09485, 5.38459, 3.17528)  0.227
H (-1.34855, 5.37980, 4.94919)  0.228
H (-0.39099, 4.09888, 4.17739)  0.268

This record from the OMol25 dataset describes a molecular structure, C19H37FeN5O2Si. The level of theory is ωB97M-V with the def2-TZVPD basis set.

Computed properties:
Charge: +1
2S+1: 2
E in eV: -74108.0634
E_LUMO (alpha / beta) in Ha: -0.12126 / -0.09202
Gap between HOMO and LUMO (alpha / beta) in eV: 7.300 / 8.097

Last column: natural (NBO) charge in e.
Cartesian coordinates (Å):
Fe (0.16143, -0.20549, 0.29065)  1.207
N (-0.50957, -2.13253, -0.53988)  -0.825
C (0.62627, -2.84489, -1.15572)  -0.187
C (0.29162, -3.52909, -2.48201)  -0.410
C (-0.31530, -2.62549, -3.55455)  -0.415
C (0.50730, -1.42778, -4.01543)  -0.233
N (1.81244, -1.81872, -4.54749)  -0.556
C (2.98909, -1.28385, -4.25692)  0.717
N (3.08366, -0.15882, -3.53427)  -0.772
N (4.08703, -1.77677, -4.84507)  -0.761
C (1.82600, -1.91903, -1.32644)  0.783
O (2.85384, -2.39399, -1.77638)  -0.664
O (1.63078, -0.67415, -1.03212)  -0.858
H (-1.02851, -2.75369, 0.07067)  0.407
H (-1.16169, -1.80993, -1.24917)  0.391
H (0.96020, -3.61749, -0.46182)  0.242
H (-0.41718, -4.33783, -2.29331)  0.226
H (1.21294, -3.98478, -2.84504)  0.240
H (-1.28166, -2.23707, -3.21961)  0.212
H (-0.53787, -3.24660, -4.42652)  0.226
H (0.64092, -0.71657, -3.20450)  0.221
H (-0.04128, -0.92123, -4.81061)  0.223
H (1.81688, -2.63028, -5.14609)  0.408
H (2.45134, -0.06848, -2.73848)  0.444
H (4.02300, 0.12156, -3.29540)  0.408
H (4.04711, -2.65393, -5.33528)  0.413
H (4.99019, -1.52009, -4.48408)  0.420
C (-3.71459, -0.80733, 0.02173)  -1.109
Si (-2.97571, 0.77107, 0.71615)  1.630
C (-2.76485, 0.55440, 2.55637)  -1.125
C (-4.11004, 2.21132, 0.36440)  -1.114
C (-1.34949, 1.03879, -0.18323)  -1.151
H (-4.67566, -1.02802, 0.49225)  0.253
H (-3.05504, -1.65820, 0.21455)  0.204
H (-3.88652, -0.74021, -1.05679)  0.230
H (-3.63017, 0.95805, 3.08769)  0.247
H (-1.87283, 1.05339, 2.94013)  0.244
H (-2.67379, -0.50112, 2.81886)  0.242
H (-4.95758, 2.21265, 1.05404)  0.244
H (-4.50459, 2.15854, -0.65372)  0.239
H (-3.59009, 3.16635, 0.46976)  0.241
H (-0.83677, 1.97881, 0.03012)  0.222
H (-1.40076, 0.87735, -1.26881)  0.216
C (1.99077, 4.48770, 2.05800)  -0.403
N (1.11294, 3.43890, 2.53675)  -0.435
C (-0.29379, 3.76099, 2.43289)  -0.413
C (1.46867, 2.13412, 2.05359)  -0.220
C (0.86848, 0.99070, 2.84242)  -0.082
C (0.69771, 1.07469, 4.22050)  -0.153
C (0.18946, -0.00422, 4.93309)  -0.206
C (-0.11282, -1.19654, 4.28840)  -0.211
C (0.06040, -1.29430, 2.91325)  -0.245
C (0.52085, -0.19332, 2.19786)  -0.235
H (1.70284, 5.43655, 2.50807)  0.210
H (1.96304, 4.60534, 0.96122)  0.162
H (3.01783, 4.27005, 2.35220)  0.204
H (-0.46293, 4.76904, 2.80831)  0.214
H (-0.88661, 3.07163, 3.03552)  0.207
H (-0.66759, 3.72001, 1.39432)  0.159
H (2.55732, 2.04833, 2.10524)  0.223
H (1.19610, 1.99722, 0.97930)  0.133
H (0.96071, 1.99740, 4.72487)  0.227
H (0.02733, 0.08738, 5.99925)  0.224
H (-0.47454, -2.04724, 4.85224)  0.222
H (-0.15669, -2.23328, 2.41408)  0.199

This record from the OMol25 dataset describes a single C19H37N3 molecule. The level of theory is ωB97M-V with the def2-TZVPD basis set.

Computed properties:
Energy relative to the best compared isomer or geometry (same formula, charge and spin) in kcal/mol: 7.42
E in eV: -24772.6175
E_LUMO in Ha: 0.03426
Gap between HOMO and LUMO in eV: 8.708

Last column: natural (NBO) charge in e.
Cartesian coordinates (Å):
C (2.48957, 5.10537, -4.60679)  -0.628
C (2.38603, 3.61326, -4.70831)  0.031
C (3.62298, 2.90525, -5.18803)  -0.657
C (1.27274, 2.96170, -4.39670)  -0.207
C (1.09856, 1.47544, -4.47191)  -0.437
C (-0.07322, 0.99650, -3.60620)  -0.416
C (0.10483, 1.39479, -2.16574)  0.035
C (1.29622, 0.79880, -1.47268)  -0.676
C (-0.73139, 2.24525, -1.58273)  -0.195
C (-0.66270, 2.75264, -0.17592)  -0.443
C (-1.82728, 2.22388, 0.66826)  -0.383
C (-1.73996, 0.70921, 0.89496)  -0.047
C (-3.00552, 0.21862, 1.61364)  -0.623
N (-0.49517, 0.42527, 1.58595)  -0.643
C (-0.05647, -0.95050, 1.68618)  -0.222
C (-0.52578, -1.71366, 2.94013)  -0.224
N (0.25693, -2.92540, 3.10810)  -0.456
C (0.40867, -3.37168, 4.48367)  -0.229
C (-0.84984, -4.06334, 5.03202)  -0.246
N (-1.26252, -5.18176, 4.19708)  -0.616
C (-1.42716, -4.74775, 2.81799)  -0.246
C (-0.17599, -4.03668, 2.27330)  -0.238
H (1.56327, 5.53867, -4.23863)  0.213
H (3.29737, 5.38085, -3.92867)  0.209
H (2.71399, 5.53654, -5.58269)  0.208
H (3.99793, 2.22447, -4.42354)  0.219
H (3.40805, 2.31456, -6.07774)  0.219
H (4.40825, 3.61750, -5.42695)  0.212
H (0.40705, 3.51483, -4.06030)  0.197
H (2.01733, 0.97791, -4.15472)  0.204
H (0.91617, 1.18010, -5.51164)  0.213
H (-1.00258, 1.41803, -3.99505)  0.203
H (-0.14238, -0.09339, -3.67781)  0.205
H (1.08444, 0.61676, -0.42332)  0.239
H (1.57458, -0.14358, -1.93983)  0.208
H (2.14836, 1.47551, -1.54036)  0.222
H (-1.57522, 2.62165, -2.14999)  0.187
H (-0.71810, 3.84500, -0.19633)  0.209
H (0.27368, 2.46674, 0.29714)  0.223
H (-2.77047, 2.45222, 0.16799)  0.200
H (-1.82959, 2.72765, 1.63807)  0.196
H (-1.67574, 0.21892, -0.08397)  0.195
H (-3.89262, 0.56491, 1.08871)  0.210
H (-3.03888, -0.86734, 1.64809)  0.203
H (-3.03572, 0.60304, 2.63225)  0.199
H (-0.48834, 0.86855, 2.49883)  0.350
H (1.04035, -0.95282, 1.71103)  0.197
H (-0.37049, -1.47032, 0.77892)  0.188
H (-0.34068, -1.07399, 3.80847)  0.189
H (-1.60688, -1.90603, 2.89298)  0.167
H (0.68123, -2.51727, 5.10623)  0.197
H (1.24265, -4.08421, 4.50002)  0.186
H (-0.67224, -4.43071, 6.04494)  0.200
H (-1.68104, -3.35211, 5.06352)  0.184
H (-0.54426, -5.90185, 4.23351)  0.342
H (-1.66322, -5.61854, 2.20296)  0.201
H (-2.28593, -4.06994, 2.79192)  0.183
H (-0.35592, -3.67189, 1.26185)  0.199
H (0.65350, -4.75284, 2.23455)  0.189

- E of number 1 (C19H36BrF5N3O11PS3)?
  -172683.0007 eV

- The lowest E belongs to which entry?
  C19H36BrF5N3O11PS3